Record 1
Computed, not measured: a 2-piece molecular cluster, C37H39BO3S overall at a distorted geometry, with ωB97M-V/def2-TZVPD.

Structure (XYZ):
```
81
Properties=species:S:1:pos:R:3:forces:R:3
C -0.90313 -3.06612 0.07807 0.5 0.2 -0.1
H -2.06043 0.18830 -4.79762 0.3 0.1 0.2
H 3.07797 -3.81057 2.67842 0.0 0.1 0.1
H -2.44764 -6.45999 -3.73848 0.2 0.0 0.0
C -1.93017 2.96211 0.78316 0.0 0.2 -0.2
H -0.68038 3.46102 2.45787 -0.1 0.2 -0.2
C 1.08513 -0.71716 -3.80777 -0.4 0.2 -0.1
H -5.68231 -6.37447 -1.07020 0.2 0.1 0.0
H -0.25851 -0.86631 -1.05922 -0.3 0.1 0.1
C -1.53858 0.83562 -1.23452 -0.3 0.2 -0.2
C -0.28039 -0.85768 -4.12970 0.5 1.0 0.1
H -0.72212 1.55903 -1.18195 -0.3 -0.2 0.0
H -4.24703 -4.39514 2.94538 -0.2 0.1 -0.1
H -7.20837 -4.98543 0.74158 0.1 0.1 -0.1
C -2.86325 1.26183 -1.36455 0.1 -0.1 0.1
C -0.39104 1.53453 -4.57641 0.2 -0.2 -0.1
C 1.70468 0.52716 -3.88940 -0.2 0.2 -0.1
C -0.93714 -2.14592 -4.00076 -1.1 -0.9 -1.2
H -1.95996 -1.87884 1.55057 0.3 0.0 -0.1
H 1.46781 2.62808 -4.36279 -0.2 -0.3 0.1
C 2.15211 -3.40212 3.08868 0.3 0.0 0.2
C -3.89293 0.34484 -1.60509 0.3 0.5 0.2
H -0.80009 -6.40025 -3.04306 -0.2 -0.1 -0.1
H -1.96390 -3.53163 -1.79844 0.0 0.0 0.3
H -0.29510 5.81111 1.70380 -0.2 -0.2 -0.2
C 1.12074 -3.24935 2.01556 -0.2 0.0 -0.3
C -0.92694 5.14477 1.11355 0.0 0.0 -0.1
H 2.36546 -2.43730 3.56037 0.1 -0.1 0.0
H -4.89114 0.72070 -1.81998 0.2 -0.1 0.1
H -4.41508 -1.74201 -1.65324 0.1 0.2 0.2
C -1.00640 0.28748 -4.53273 0.4 -0.4 0.2
C -1.13747 3.82915 1.53900 -0.2 0.1 -0.3
H -3.95443 -6.51512 2.27954 -0.1 -0.1 -0.2
B -3.20053 -3.60166 0.21957 1.9 0.4 -3.7
H 1.80834 -4.07763 3.88450 0.0 0.1 -0.2
H -3.58658 -4.22646 -4.31814 0.2 0.1 0.0
H 2.14853 -4.48966 0.58805 -0.2 0.1 0.1
H -1.38891 6.63457 -0.39377 0.0 -0.2 0.1
H -3.68181 -7.49322 0.82264 -0.1 0.2 0.0
C -2.31775 4.75244 -0.83195 0.2 -0.4 0.2
C -1.47374 -4.59574 -3.95419 -0.9 1.1 -0.5
C -4.32780 -6.72986 1.27275 -0.3 -0.2 0.3
H -2.79727 5.06667 -1.75845 0.2 0.0 0.2
H -5.34008 -7.14626 1.34914 0.2 0.0 0.1
O -2.99729 -4.95630 0.39145 -0.8 0.4 0.2
C -4.71333 -5.85951 -1.03129 -0.1 0.0 -0.1
H -1.01893 -6.49119 -4.80580 -0.1 0.0 0.2
C 1.24727 -3.90590 0.78577 0.0 0.1 0.4
H -3.95220 -6.53556 -1.44270 -0.1 0.2 0.2
H -5.93050 -4.99436 2.88420 0.2 0.1 -0.1
H -5.60227 -3.24804 2.82590 0.1 -0.2 -0.1
C 0.25127 -3.80651 -0.18306 -0.3 0.2 0.0
H 0.34716 -4.29802 -1.15579 0.1 0.2 0.4
H -7.05925 -3.22209 0.86949 0.1 -0.2 -0.1
H -4.76180 -4.97873 -1.68587 0.0 -0.1 0.2
S -0.03694 -3.64015 -3.84345 -0.9 0.4 0.1
C -2.59139 -3.80351 -4.19300 1.1 -0.5 0.2
C -1.53039 5.60541 -0.06392 0.0 -0.1 0.2
C -3.62275 -1.01038 -1.49993 0.4 -0.2 0.0
C -2.27694 -2.41927 -4.25469 0.9 -0.1 0.3
C -2.33329 -1.45735 -1.18182 0.1 0.4 -0.6
C -1.43207 -6.07275 -3.87804 0.2 -0.4 0.0
H -6.62316 -4.04227 -0.64850 0.0 0.0 0.2
C -4.34143 -5.48990 0.40847 -0.2 0.2 0.2
H 1.65535 -1.59289 -3.48994 -0.1 0.3 0.0
O -4.41904 -3.10195 0.54059 0.0 -0.6 0.2
C -1.04159 -2.43164 1.33128 0.4 0.0 -0.2
C -2.04064 -2.90020 -0.91065 -1.7 -0.7 3.2
O -3.21033 2.60474 -1.28559 0.4 0.2 0.3
C -5.19080 -4.26459 0.97472 0.1 -0.3 0.5
H -3.00923 -1.64961 -4.47751 0.1 -0.1 0.2
H -0.09212 -1.90554 3.19471 -0.1 -0.2 -0.2
C -1.28911 -0.52439 -1.16633 -0.2 0.0 0.3
C -2.47216 3.42446 -0.42400 -0.1 -0.3 -0.3
H 2.76213 0.62027 -3.63785 -0.3 0.0 -0.1
C -0.01506 -2.46666 2.26169 -0.1 -0.4 -0.2
C -6.59947 -4.12183 0.44334 -0.2 -0.1 -0.3
H -0.97865 2.41375 -4.84865 0.2 -0.3 0.0
C -5.23867 -4.23230 2.50069 0.1 0.0 0.2
H -2.10525 1.93413 1.11079 0.1 0.4 -0.2
C 0.97272 1.65684 -4.28493 0.0 -0.2 0.2
```
Positions in Å, forces in eV/Å.

The calculation puts the LUMO energy at 0.4 eV. As for the multiplicity: 1. As for the calculated total energy: -2082.16519 a.u. Its SMILES is Cc1ccc([C@@H](B2OC(C)(C)C(C)(C)O2)c2ccc(Oc3ccccc3)cc2)cc1.Cc1ccc(-c2ccccc2)s1. The calculation puts the energy relative to the best compared isomer or geometry (same formula, charge and spin) at 0.0 kJ/mol.

=====

Record 2
Computed, not measured: C37H39FeN8O2S as an isolated structure, with ωB97M-V/def2-TZVPD.

Structure (XYZ):
```
88
Properties=species:S:1:pos:R:3:forces:R:3
C 4.33319 -0.54480 -3.01565 0.0 0.0 0.0
H -1.60873 3.64585 -6.00667 0.0 0.0 0.0
S -0.03621 1.30758 2.55540 -0.1 -0.1 -0.3
N 2.35021 0.34056 1.22711 -0.1 0.0 -0.3
H -0.42229 -3.14733 2.22985 0.0 0.0 0.0
C -0.76798 4.80114 -0.44359 0.0 0.0 0.0
H -3.36883 -2.15702 6.03126 0.0 0.0 0.0
H 5.52779 1.84705 0.42358 0.0 0.0 0.0
C -4.13835 1.13339 1.32758 0.0 0.0 0.0
H 4.31909 -1.88410 2.11914 0.0 0.0 0.0
H -0.55395 -0.19371 -3.55558 0.0 0.0 0.0
Fe 0.14764 0.22546 0.31917 -0.5 0.0 0.8
H -1.79416 2.55470 0.91185 0.0 0.0 0.0
C 3.43974 0.16135 0.57005 0.1 0.0 0.0
H 0.90308 -3.78671 -1.43949 0.0 0.0 0.0
H 1.45196 -1.68577 -2.38315 0.0 0.0 0.0
H 6.57899 -2.18702 3.06789 0.0 0.0 0.0
C -2.26509 3.53130 1.04233 0.0 0.1 0.0
C 3.38583 0.12102 -0.91442 -0.1 0.0 0.0
C -0.54153 2.50725 -1.37936 0.1 0.0 0.0
C -0.83232 4.48458 -2.84506 0.0 0.0 0.0
H -2.94893 -0.50141 6.44673 0.0 0.0 0.0
H -0.87974 5.56545 -2.93799 0.0 0.0 0.0
H -3.04098 3.63514 0.27743 0.0 0.0 0.0
C -2.14052 -1.60380 3.71300 0.0 0.0 0.1
H -4.41439 2.76237 3.61132 0.0 0.0 0.0
H -5.21261 2.71163 0.81094 0.0 0.0 0.0
H 3.18522 0.12272 -4.72158 0.0 0.0 0.0
H 7.77178 1.57648 1.41507 0.0 0.0 0.0
C 4.78021 -0.00269 1.20584 -0.1 0.0 0.0
N 1.60637 0.90283 4.58440 0.0 -0.1 -0.1
C -2.82547 3.69511 2.45652 0.0 0.0 0.0
H -0.04462 4.42507 -5.80486 0.0 0.0 0.0
C -0.66231 1.69918 -2.56210 -0.2 0.0 0.1
C -0.75089 3.92280 -1.54725 -0.1 0.1 -0.1
H -2.16651 3.16408 3.14446 0.0 0.0 0.0
H -2.81206 4.75043 2.74261 0.0 0.0 0.0
H 5.10280 -1.04314 -3.59040 0.0 0.0 0.0
H 0.87251 1.29554 5.14080 0.0 0.0 0.0
C -3.17393 -0.84706 4.33336 0.1 -0.1 0.0
C -0.85519 2.30990 -3.78134 -0.1 0.1 0.0
C -0.43493 0.25798 -2.56558 -0.4 -0.1 0.1
H -0.92355 1.67541 -4.66124 0.0 0.0 0.0
C 0.41884 -1.81829 -2.04267 0.0 0.0 0.1
C 2.30900 0.68677 -2.84686 0.4 0.2 -0.2
C -3.79389 0.11098 3.58960 0.0 0.0 -0.1
H -4.14769 0.82700 0.28490 0.0 0.0 0.0
C 7.32017 -0.32361 2.30262 0.0 0.0 0.0
H -4.98076 4.05761 2.58534 0.0 0.0 0.0
N 0.21870 -1.63333 1.01479 0.0 -0.1 0.0
C -3.45976 0.30785 2.21979 0.0 0.0 0.1
C 6.34962 -1.29966 2.49215 0.0 0.0 0.0
C 5.75752 0.96549 1.01097 0.0 0.0 0.0
H 2.51495 0.73206 4.97963 0.0 0.0 0.0
H -0.35214 5.79774 -0.57025 0.0 0.0 0.0
H 2.05053 -2.05568 0.12054 0.0 -0.1 0.0
H -1.51519 5.26747 -5.32757 0.0 0.0 0.0
H 8.30645 -0.44922 2.72982 0.0 0.0 0.0
H -4.62601 0.65770 4.01857 0.0 0.0 0.0
C -0.56502 -2.11785 1.89194 0.0 0.0 0.0
C 4.39495 -0.52536 -1.63503 0.0 0.0 0.0
N 2.34672 0.70342 -1.51824 0.5 0.2 -0.1
C -1.69889 -1.37815 2.44264 0.0 0.1 -0.1
C 3.27059 0.08779 -3.64431 0.0 0.0 0.1
C -3.54391 -1.11454 5.76685 0.0 0.0 0.0
H -1.15699 5.29337 1.43676 0.0 0.0 0.0
H -4.59475 -0.89481 5.95266 0.0 0.0 0.0
H -0.16746 -2.13632 -2.90936 0.0 0.0 0.0
C 1.10021 -2.55578 0.31283 0.0 0.0 0.0
C -4.29163 3.21705 2.63344 0.0 0.0 0.0
N -0.03775 -0.48379 -1.60789 0.0 -0.1 0.1
H 1.46244 1.18796 -3.30835 0.4 0.0 0.0
O -0.19741 2.06262 -0.25952 0.0 0.0 0.0
C -1.02819 4.29333 -5.34971 0.0 0.0 0.0
C 1.46399 0.82680 3.23655 0.1 0.0 0.1
H -0.62157 -3.22346 -0.77321 0.0 0.0 0.0
O -1.93871 -0.02507 0.48689 0.1 0.0 -0.2
N -4.73092 2.28618 1.58681 0.1 0.0 0.0
C 5.08448 -1.13628 1.95239 -0.1 0.0 0.0
H -1.64285 -2.36693 4.30459 0.0 0.0 0.0
H 5.20865 -1.00577 -1.11077 0.0 0.0 0.0
C 0.40406 -2.92121 -0.99802 0.0 0.0 0.0
H 1.29230 -3.45111 0.91084 -0.1 0.0 0.0
N -1.28742 4.57739 0.73704 0.0 0.0 0.0
N 2.51296 0.39223 2.58775 0.0 -0.1 -0.3
C -2.34562 -0.37788 1.62741 0.1 0.0 0.1
C -0.91604 3.70713 -3.96857 0.0 -0.1 0.0
C 7.02104 0.81166 1.56513 0.0 0.0 0.0
```
Positions in Å, forces in eV/Å.

The calculation puts the LUMO energy (alpha / beta) at -3.1 / -3.1 eV. As for the multiplicity: 1. As for the charge: +1. As for the calculated total energy: -3683.56907 a.u. The calculation puts the energy relative to the best compared isomer or geometry (same formula, charge and spin) at 119.6 kJ/mol.

=====

Record 3
Computed, not measured: C37H39N5OPdSSi as an isolated structure, with ωB97M-V/def2-TZVPD.

Structure (XYZ):
```
85
Properties=species:S:1:pos:R:3:forces:R:3
H -0.20362 4.82671 2.77988 0.0 0.0 0.0
C 1.25354 -3.10204 -2.20655 0.0 0.0 0.0
H 1.04641 3.43615 -1.29332 0.0 0.0 0.0
H -4.00093 -1.37258 -1.33617 0.0 0.0 0.0
C 0.63639 1.43320 -2.00038 0.2 -0.1 0.0
N 1.78561 1.76857 1.31965 -0.5 0.1 -0.1
H -4.06471 2.13982 4.96619 0.0 0.0 0.0
H 4.78617 3.13449 2.09098 0.0 0.0 0.0
S 0.07508 -1.55045 5.26676 0.0 0.0 0.1
H -2.56306 1.62456 3.03761 0.0 0.0 0.0
H -2.08329 2.97214 -3.40047 0.0 0.0 0.0
H -1.94638 -0.65959 7.42722 0.0 0.0 0.0
C 1.02084 2.88382 -2.23832 -0.1 0.0 0.0
C 0.41924 -2.13432 -2.76949 0.0 0.0 0.0
H -1.81373 4.37817 -2.39987 0.0 0.0 0.0
H -2.56046 0.39086 -2.03254 0.0 0.0 0.0
H 0.41179 5.65240 1.34543 0.0 0.0 0.0
C -3.83660 -2.21520 -2.00134 0.0 0.0 0.1
C -2.45196 1.13118 3.99429 0.0 0.0 0.1
C 3.08928 1.85766 1.50682 0.2 0.1 0.0
H -1.39868 0.48718 -3.34068 0.0 0.0 0.0
N 1.57052 4.03364 2.03261 0.0 0.0 0.0
H 4.14964 -3.36482 0.70204 0.0 0.0 0.0
C -4.93433 -2.95941 -2.40557 0.0 0.0 0.0
N -0.55471 -0.19224 3.16120 0.0 0.1 0.2
C 1.34821 -1.68495 2.74594 -0.3 0.2 0.3
H 0.74098 0.89629 -2.95026 -0.1 0.0 0.0
H 2.03356 2.91096 -2.64609 0.0 0.0 0.0
C 3.23000 -3.20830 2.63599 -0.1 0.1 0.0
H 3.28691 5.07509 2.53319 0.0 0.0 0.0
Pd 0.36340 0.03246 0.52180 0.1 0.0 -0.2
Si -1.07362 -1.50235 -1.81353 0.0 0.0 -0.1
C -1.49571 0.28105 -2.26325 -0.1 0.1 0.0
C -3.27015 1.41236 5.06945 0.0 0.0 0.0
H 0.27211 4.55137 -3.41762 0.0 0.0 0.0
C 2.50592 -1.98951 0.69057 -0.1 0.1 -0.2
H 3.40576 -3.63798 -4.76552 0.0 0.0 0.0
H -0.52201 -2.50169 0.37888 0.0 0.0 0.0
C 0.28190 -1.07401 3.58316 0.2 -0.1 -0.3
N 3.86196 0.79781 1.23963 -0.1 -0.1 0.0
C 0.02024 3.51134 -3.20365 0.0 0.0 0.0
H -1.03805 3.10350 -0.53273 0.0 0.0 0.0
H 3.41827 -0.09633 1.06774 0.0 0.0 0.0
H 1.06963 -3.44079 -1.19312 0.0 0.0 0.0
C -1.45355 2.54840 -1.36869 -0.1 -0.1 0.1
H -1.39921 -3.92598 -3.59320 0.0 0.0 0.0
H 0.09417 2.97471 -4.15397 0.0 0.0 0.0
C -4.75764 -4.05485 -3.24082 0.0 0.0 0.0
C 2.57489 -3.22042 -4.21052 0.0 0.0 0.0
C 2.91084 4.11827 2.19583 0.0 0.1 0.0
H -3.33388 -5.25175 -4.30874 0.0 0.0 0.0
H 0.05413 -1.00016 -4.56446 0.0 0.0 0.0
C 1.47405 -1.34074 1.38573 0.1 -0.2 0.3
O -0.23573 2.79951 1.45820 0.0 0.1 0.1
C -0.83906 -1.52551 0.00682 0.0 0.0 0.1
H -5.92760 -2.68918 -2.06896 0.0 0.0 0.0
H -3.74318 1.00180 7.12622 0.0 0.0 0.0
H -2.48779 2.32663 -1.09961 0.0 0.0 0.0
C -1.43976 0.18578 4.15754 0.1 0.0 -0.2
C -2.53930 -2.53487 -2.41516 0.0 0.0 0.0
C -2.38833 -3.64314 -3.25007 0.0 0.0 0.0
H 1.33384 0.95056 -1.30930 0.2 0.1 -0.2
C 3.36984 -2.89544 1.29132 0.1 -0.1 0.0
N -0.74651 1.26059 -1.45881 0.5 0.0 0.1
C 1.75384 -2.26573 -4.79565 0.0 0.0 0.0
C 0.68856 -1.73647 -4.08109 0.0 0.0 0.0
H 4.82358 0.80028 1.52635 0.0 0.0 0.0
H -5.61145 -4.63902 -3.56065 0.0 0.0 0.0
C 2.21251 -2.59853 3.35175 0.2 -0.1 -0.1
C 3.71846 3.06992 1.95636 -0.2 -0.1 0.0
C 0.97250 2.84499 1.59257 0.0 -0.3 0.0
C -3.48105 -4.39688 -3.66023 0.0 0.0 0.0
H 1.22258 5.88459 2.91518 0.0 0.0 0.0
H -1.77925 -1.27771 0.51711 0.0 0.0 0.0
H 1.94211 -1.93736 -5.81039 0.0 0.0 0.0
C -1.41491 3.39094 -2.64536 0.0 0.0 0.0
H 3.88946 -3.91886 3.11582 0.0 0.0 0.0
H 2.95092 -4.39130 -2.45076 0.0 0.0 0.0
C 2.32065 -3.64146 -2.91344 0.0 0.0 0.0
H 2.09712 -2.84823 4.40006 0.0 0.0 0.0
C -2.08322 -0.16722 6.47351 0.0 0.0 0.0
C 0.69717 5.17323 2.28209 0.0 0.0 0.0
H 2.63228 -1.77976 -0.36633 0.0 0.0 0.0
C -1.25682 -0.45140 5.38844 -0.1 0.0 0.1
C -3.08660 0.76552 6.29872 0.0 0.0 0.0
```
Positions in Å, forces in eV/Å.

The calculation puts the LUMO energy at 0.4 eV. As for the multiplicity: 1. As for the calculated total energy: -2597.97706 a.u. The calculation puts the energy relative to the best compared isomer or geometry (same formula, charge and spin) at 0.0 kJ/mol.